1.
The following is a quantum chemistry calculation of a structure of composition C24H64NO8P2 in a non-equilibrium geometry, from OMol25.

Computed properties:
**ΔE to the lowest compared entry with this formula, charge and spin**: 69.5 kcal per mole
**Charge**: -1
**Kohn-Sham gap**: 0.2135 Eh
**DFT total energy**: -62368.793 eV
**Highest occupied orbital energy**: -0.1313 hartree

Last column: Löwdin charge in e.
Positions of all 99 atoms, in Å:
C 0.391 3.339 -1.443  -0.1086
O 0.353 3.283 -2.859  -0.1770
C -0.369 2.151 -3.297  -0.1995
C 0.435 0.844 -3.231  -0.3782
C -0.337 -0.468 -3.648  -0.2540
O 0.712 -1.443 -3.622  -0.3609
P 1.330 -1.205 -2.005  0.3093
P 3.479 -1.268 -2.496  0.5454
N 4.107 0.025 -3.215  -0.4133
O 1.092 0.529 -2.019  -0.3340
H 1.280 2.780 -1.117  0.0865
H 0.525 4.363 -1.075  0.0660
H -0.489 2.861 -0.990  0.0918
H -1.359 2.090 -2.806  0.1221
H -0.586 2.339 -4.358  0.1244
H 1.147 0.939 -4.073  0.1331
H -1.201 -0.703 -3.017  0.0918
H -0.607 -0.434 -4.716  0.1142
H 0.025 -1.384 -1.386  -0.0127
H 1.462 -2.653 -1.795  -0.0519
H 1.809 -1.004 -0.643  -0.0430
H 4.187 -1.443 -1.263  -0.0465
H 3.696 -2.466 -3.268  -0.0540
H 3.356 0.691 -3.355  -0.1090
C -5.849 -2.909 -2.583  -0.0830
C -4.384 -3.300 -2.472  -0.2818
O -3.616 -2.410 -1.688  -0.1541
C -4.015 -2.260 -0.339  -0.2718
C -3.977 -3.556 0.452  -0.0763
H -5.944 -1.904 -2.998  0.0804
H -6.379 -3.609 -3.232  0.0727
H -6.348 -2.911 -1.612  0.0565
H -3.935 -3.287 -3.465  0.1201
H -4.281 -4.324 -2.097  0.1053
H -5.007 -1.795 -0.286  0.0892
H -3.319 -1.552 0.110  0.1247
H -4.664 -4.303 0.048  0.0618
H -4.257 -3.374 1.492  0.0699
H -2.975 -3.986 0.430  0.0843
C -7.912 -0.838 1.152  -0.0771
C -7.330 -1.366 2.452  -0.2815
O -6.341 -0.523 3.014  -0.1573
C -6.756 0.788 3.350  -0.2807
C -7.881 0.833 4.370  -0.0832
H -7.121 -0.684 0.417  0.0703
H -8.637 -1.545 0.746  0.0773
H -8.421 0.117 1.290  0.0649
H -6.841 -2.322 2.256  0.1120
H -8.120 -1.566 3.184  0.1048
H -7.026 1.344 2.445  0.1070
H -5.878 1.283 3.764  0.1197
H -8.789 0.354 4.000  0.0629
H -8.125 1.867 4.617  0.0750
H -7.586 0.315 5.284  0.0801
C 4.077 -4.110 2.572  -0.0804
C 2.677 -3.907 2.014  -0.2860
O 2.651 -3.631 0.631  -0.1764
C 3.196 -4.626 -0.213  -0.2944
C 2.487 -5.965 -0.103  -0.0820
H 4.695 -3.232 2.377  0.0763
H 4.035 -4.278 3.651  0.0706
H 4.576 -4.968 2.121  0.0624
H 2.222 -3.043 2.500  0.1183
H 2.036 -4.767 2.245  0.1019
H 4.272 -4.732 -0.028  0.1065
H 3.095 -4.252 -1.232  0.0865
H 2.563 -6.389 0.900  0.0590
H 2.922 -6.681 -0.802  0.0724
H 1.426 -5.851 -0.333  0.0812
C 8.511 -0.474 -1.412  -0.0805
C 7.355 -1.156 -0.703  -0.2802
O 7.716 -1.756 0.535  -0.1668
C 8.229 -0.880 1.518  -0.2951
C 7.261 0.221 1.920  -0.0791
H 9.322 -1.184 -1.591  0.0762
H 8.178 -0.070 -2.368  0.0795
H 8.921 0.351 -0.826  0.0609
H 6.982 -1.962 -1.335  0.1145
H 6.519 -0.465 -0.561  0.0992
H 9.186 -0.459 1.190  0.1015
H 8.446 -1.500 2.390  0.1127
H 7.015 0.874 1.082  0.0693
H 7.697 0.837 2.709  0.0718
H 6.327 -0.208 2.286  0.0789
C 0.170 7.656 -0.638  -0.0785
C -0.978 6.959 0.071  -0.2843
O -0.609 6.361 1.301  -0.1572
C -0.098 7.234 2.289  -0.2846
C -1.067 8.328 2.703  -0.0848
H 0.987 6.955 -0.820  0.0786
H -0.164 8.060 -1.594  0.0775
H 0.573 8.482 -0.049  0.0627
H -1.344 6.150 -0.563  0.1143
H -1.821 7.644 0.218  0.1039
H 0.856 7.661 1.960  0.1060
H 0.126 6.610 3.154  0.1179
H -1.320 8.988 1.871  0.0627
H -0.631 8.940 3.494  0.0736
H -1.998 7.892 3.071  0.0795

---

2.
The following is a quantum chemistry calculation of a cluster of 6 separate species, C24H65N10O5 in total in a non-equilibrium geometry, from OMol25.

Computed properties:
**Charge**: +1
**Kohn-Sham gap**: 0.2570 Eh
**DFT total energy**: -51069.849 eV
**Highest occupied orbital energy**: -0.3864 hartree

Last column: Löwdin charge in e.
Positions of all 104 atoms, in Å:
C 3.432 -5.520 -2.156  -0.1382
N 3.539 -4.578 -3.306  -0.1040
C 2.241 -4.349 -4.009  -0.1376
N 1.086 -4.636 -3.128  -0.0438
N 0.683 -3.719 -2.228  0.1200
C -0.418 -4.251 -1.483  0.0214
N -0.717 -5.563 -1.970  0.1553
C 0.234 -5.770 -3.018  -0.3064
N 0.301 -6.901 -3.779  0.1328
H 2.816 -6.453 -2.361  0.0734
H 3.088 -5.015 -1.184  0.0924
H 4.498 -5.886 -1.938  0.1059
H 4.228 -4.983 -3.946  0.1078
H 2.250 -4.981 -4.966  0.1499
H 2.225 -3.244 -4.323  0.1421
H 1.148 -2.800 -2.151  0.1933
H -0.925 -3.661 -0.662  0.1224
H 0.669 -7.787 -3.435  0.1222
H -0.104 -6.815 -4.723  0.1298
C -3.021 -0.998 0.041  -0.0712
C -2.277 -1.602 1.227  -0.4227
C -2.564 -0.894 2.567  -0.1925
O -1.905 0.359 2.724  -0.2004
C -2.549 1.446 2.079  -0.0968
N -0.838 -1.618 0.923  0.0387
H -2.568 -0.067 -0.306  0.0556
H -3.008 -1.691 -0.806  0.0656
H -4.066 -0.798 0.290  0.0856
H -2.619 -2.638 1.328  0.1337
H -2.180 -1.530 3.370  0.0962
H -3.642 -0.789 2.742  0.1248
H -3.638 1.348 2.094  0.0938
H -2.189 1.542 1.052  0.0717
H -2.277 2.362 2.607  0.0896
H -0.352 -2.109 1.671  0.0756
H -0.502 -0.658 1.007  0.0570
C -0.482 -0.428 -4.616  -0.0710
C -0.843 0.405 -3.389  -0.4322
C -1.912 1.482 -3.667  -0.1939
O -1.429 2.622 -4.364  -0.2153
C -1.321 2.451 -5.769  -0.0945
N 0.383 0.993 -2.835  0.0478
H 0.173 0.105 -5.307  0.0692
H 0.050 -1.336 -4.313  0.0431
H -1.378 -0.735 -5.161  0.0823
H -1.260 -0.282 -2.644  0.1158
H -2.268 1.857 -2.702  0.1208
H -2.787 1.058 -4.176  0.1222
H -2.112 1.810 -6.168  0.0921
H -0.339 2.050 -6.025  0.0780
H -1.403 3.434 -6.236  0.0883
H 0.155 1.466 -1.962  0.0688
H 0.662 1.752 -3.455  0.0644
C 1.747 0.264 2.686  -0.0713
C 2.802 1.193 2.094  -0.4257
C 3.444 2.138 3.130  -0.2013
O 2.621 3.231 3.517  -0.1871
C 1.647 2.917 4.498  -0.1008
N 2.204 1.941 0.979  0.0379
H 0.798 0.770 2.875  0.0550
H 1.534 -0.555 1.994  0.0570
H 2.093 -0.176 3.625  0.0836
H 3.600 0.560 1.692  0.1338
H 4.330 2.586 2.670  0.1224
H 3.796 1.587 4.011  0.1199
H 2.006 2.172 5.213  0.0916
H 0.727 2.574 4.019  0.0701
H 1.409 3.833 5.043  0.0908
H 2.934 2.487 0.524  0.0739
H 1.591 2.648 1.384  0.0695
C -1.289 -4.493 6.483  -0.0743
C -0.856 -3.062 6.791  -0.4270
C -1.280 -2.578 8.193  -0.2018
O -2.657 -2.241 8.307  -0.1894
C -3.522 -3.349 8.496  -0.1048
N -1.363 -2.173 5.738  0.0357
H -2.350 -4.566 6.234  0.0634
H -0.736 -4.877 5.621  0.0725
H -1.089 -5.156 7.328  0.0804
H 0.238 -3.043 6.757  0.1339
H -0.734 -1.654 8.407  0.1216
H -0.991 -3.296 8.970  0.1205
H -3.058 -4.135 9.099  0.0921
H -3.841 -3.746 7.531  0.0724
H -4.414 -2.996 9.017  0.0898
H -0.992 -1.237 5.893  0.0787
H -2.366 -2.063 5.891  0.0739
C -0.327 5.677 -4.124  -0.0623
C 1.164 5.401 -4.291  -0.4250
C 2.066 6.421 -3.566  -0.2047
O 2.173 7.680 -4.218  -0.1893
C 1.089 8.562 -3.979  -0.1053
N 1.477 5.328 -5.724  0.0412
H -0.677 6.497 -4.754  0.0699
H -0.907 4.795 -4.405  0.0443
H -0.569 5.916 -3.085  0.0834
H 1.362 4.419 -3.847  0.1258
H 3.082 6.014 -3.546  0.1200
H 1.764 6.551 -2.519  0.1183
H 0.688 8.458 -2.967  0.0906
H 0.303 8.402 -4.718  0.0737
H 1.452 9.585 -4.103  0.0891
H 2.450 5.048 -5.832  0.0721
H 1.459 6.281 -6.088  0.0721